Entry 1:
A cluster of 3 separate species, C2H7OS2 in total, computed with the ωB97M-V functional and the def2-TZVPD basis.

E in a.u.: -952.00312
Net charge: -1
ΔE to the lowest compared entry with this formula, charge and spin in kJ/mol: 151.5

XYZ file:
```
12
Properties=species:S:1:pos:R:3:forces:R:3:lowdin_charge:R:1
C 2.559 -0.649 2.235 0.0 0.4 -0.5 -0.197
O 3.385 -0.220 3.004 0.1 -0.2 0.2 -0.066
H 1.709 -0.032 1.883 0.0 -0.4 0.1 -0.027
H -0.907 0.095 -7.001 0.1 0.0 -0.3 0.004
H 2.684 -1.647 1.757 -0.2 0.2 0.2 0.073
C -1.927 0.605 1.302 0.8 0.2 -0.5 -0.568
S -0.902 -0.859 0.945 0.0 0.1 0.1 0.068
S 0.424 -0.091 -0.443 -0.1 -0.1 0.0 -0.285
H -2.480 0.472 2.227 -0.3 -0.1 0.0 0.003
H -1.241 1.449 1.411 0.0 0.0 0.1 -0.004
H -2.528 0.820 0.418 -0.3 0.0 0.3 0.003
H -0.777 0.056 -7.737 -0.1 0.0 0.3 -0.004
```
Forces are in eV/Å.



Entry 2:
A cluster of 2 separate species, C12H19N4O4 in total at a distorted geometry, computed with the ωB97M-V functional and the def2-TZVPD basis.

E in a.u.: -988.39660
Net charge: +1
ΔE to the lowest compared entry with this formula, charge and spin in kJ/mol: 0.0

XYZ file:
```
39
Properties=species:S:1:pos:R:3:forces:R:3:lowdin_charge:R:1
C 1.976 -2.126 2.259 -0.1 0.3 -0.4 -0.015
C 1.341 -1.116 1.263 0.5 -2.0 -0.5 -0.325
C -0.171 -1.140 1.367 0.1 1.6 0.2 -0.104
C -0.508 -0.372 2.641 -0.6 -0.7 0.0 -0.281
C -1.943 -0.573 3.117 -0.5 0.0 -0.4 -0.222
N -2.965 -0.008 2.243 0.3 0.0 0.3 0.031
N -0.135 1.036 2.342 0.0 -1.2 1.2 0.178
C 1.104 1.197 1.948 0.7 1.2 -0.8 -0.352
N 1.663 2.450 2.121 0.4 0.0 0.6 0.148
N 1.881 0.258 1.361 -1.3 -0.6 1.8 0.170
H 1.273 -2.398 3.047 0.2 0.2 0.2 0.081
H 2.182 -3.056 1.727 0.1 0.1 0.0 0.092
H 2.915 -1.758 2.680 -0.1 -0.1 0.1 0.085
H 1.604 -1.503 0.274 0.1 0.5 -0.1 0.139
H -0.621 -2.128 1.334 0.3 -0.1 0.0 0.148
H -0.552 -0.512 0.552 -0.3 -0.5 -0.1 0.097
H 0.141 -0.687 3.467 0.0 -0.1 -0.1 0.146
H -2.078 -0.231 4.148 0.1 0.2 -0.1 0.122
H -2.101 -1.659 3.154 0.3 0.0 0.1 0.119
H -3.514 0.705 2.698 0.1 0.1 -0.2 0.073
H -2.610 0.300 1.347 -0.2 0.1 0.0 0.061
H -0.354 1.662 3.111 -0.4 0.5 -0.6 0.180
H 2.265 2.586 2.917 0.1 0.2 -0.2 0.117
H 1.457 3.222 1.510 -0.1 -0.1 0.1 0.120
H 2.748 0.273 1.901 0.6 0.3 -1.1 0.164
C 0.502 -0.643 -4.422 0.1 0.1 -0.2 0.087
C -0.020 -0.791 -3.202 0.3 -0.4 -0.2 -0.233
C -0.924 0.240 -2.600 -0.3 0.6 -0.2 -0.308
O -1.380 0.035 -1.483 0.2 -0.2 0.1 0.065
C -1.211 1.438 -3.366 0.0 -0.2 0.4 0.074
C -0.688 1.594 -4.592 -0.3 0.4 0.2 -0.231
C 0.198 0.550 -5.208 0.3 -0.5 0.0 -0.305
O 0.629 0.737 -6.326 -0.1 0.3 0.0 0.136
O -0.921 2.672 -5.326 0.3 -0.4 -0.2 0.134
O 0.228 -1.865 -2.443 -0.2 0.3 0.2 0.101
H 1.154 -1.382 -4.867 0.0 0.0 0.0 0.142
H -1.852 2.181 -2.913 0.0 0.0 -0.1 0.137
H -0.434 2.539 -6.164 -0.1 0.1 0.0 0.131
H -0.276 -1.726 -1.620 -0.1 -0.1 -0.1 0.098
```
Forces are in eV/Å.



Entry 3:
An isolated molecule of C5H6O, computed with the ωB97M-V functional and the def2-TZVPD basis.

E in a.u.: -269.24433
Structure (SMILES): C#CC1COC1
ΔE to the lowest compared entry with this formula, charge and spin in kJ/mol: 267.6

XYZ file:
```
12
Properties=species:S:1:pos:R:3:forces:R:3:lowdin_charge:R:1
C -0.947 -2.217 -1.046 0.2 0.4 0.1 0.117
C -0.427 -1.288 -0.483 -0.3 -0.4 -0.1 -0.102
C 0.161 -0.245 0.341 0.0 -0.1 0.2 -0.269
C -0.640 1.029 0.673 -0.4 0.0 0.1 -0.146
O 0.500 1.854 0.402 0.0 0.2 0.0 -0.112
C 1.203 0.757 -0.197 0.3 -0.2 -0.2 -0.145
H -1.400 -3.028 -1.571 0.1 0.1 0.1 0.025
H 0.535 -0.710 1.257 0.0 0.1 -0.1 0.146
H -1.471 1.239 -0.013 0.2 -0.1 0.1 0.124
H -0.982 1.120 1.709 0.0 0.0 -0.2 0.119
H 2.209 0.640 0.217 -0.1 0.1 -0.1 0.118
H 1.259 0.849 -1.289 -0.1 -0.1 0.2 0.124
```
Forces are in eV/Å.



Number 1: E_HOMO -2.5 eV. Number 2: E_HOMO -12.0 eV. Number 3: E_HOMO -9.9 eV.